(1)
Entry from the Open Molecules 2025 dataset: a 5-piece molecular cluster, C12H28ClN4O8 overall in a non-equilibrium geometry (ωB97M-V/def2-TZVPD).

Element x y z (Å)
Cl 0.27 -1.21 1.69
O 0.65 2.71 7.43
O -0.92 -1.11 2.46
O 0.09 -2.16 0.59
O 1.31 -1.74 2.54
O -6.78 3.21 -1.41
O 5.18 4.94 -3.47
O 1.54 -8.40 -1.52
O 0.66 0.07 1.18
N -6.41 1.05 -1.04
N 1.04 -6.58 -0.28
N 4.42 4.13 -5.42
N 1.68 1.49 5.80
C 1.93 -6.81 0.81
C -5.02 1.09 -0.68
C -7.19 2.06 -1.29
C -8.67 1.76 -1.50
C 4.62 4.02 -4.09
C 4.92 5.22 -6.25
C -0.15 -6.88 -2.33
C 4.21 2.70 -3.37
C 0.89 -7.36 -1.34
C 2.70 0.92 6.64
C 0.78 2.40 6.23
C -0.27 2.96 5.28
H -4.55 2.03 -0.95
H 4.25 5.28 -7.10
H 2.72 -6.09 0.62
H -4.84 0.97 0.39
H -0.54 3.94 5.68
H -1.14 2.30 5.24
H 0.05 -5.82 -2.52
H 3.00 -0.07 6.30
H -6.90 0.16 -1.00
H 2.36 -7.82 0.75
H 0.01 -7.37 -3.29
H -9.37 2.52 -1.16
H 4.01 1.88 -4.06
H -8.89 0.86 -0.93
H 1.40 -6.61 1.74
H 0.10 3.07 4.26
H 3.33 2.88 -2.75
H 0.62 -5.66 -0.24
H 5.08 2.46 -2.75
H 5.89 4.94 -6.66
H -8.91 1.54 -2.54
H -1.16 -7.14 -2.02
H 3.59 1.54 6.65
H 4.99 6.16 -5.72
H 2.36 0.86 7.67
H 3.89 3.45 -5.95
H -4.50 0.28 -1.19
H 1.63 1.02 4.91

Summary:
* HOMO-LUMO gap: 8.48 eV
* E_HOMO: -6.269 eV
* E_tot: -1755.04044 a.u.
* charge: -1

---

(2)
Entry from the Open Molecules 2025 dataset: a 2-piece molecular cluster, C2H7N3O overall in a non-equilibrium geometry (ωB97M-V/def2-TZVPD).

Element x y z (Å)
O 0.49 -2.22 0.00
N -0.71 -0.15 -0.10
N -2.14 -0.45 -0.01
N -2.90 0.70 0.12
C 0.22 -0.94 -0.10
C 2.70 0.43 -0.01
H -2.69 1.12 1.02
H 3.29 -0.47 0.00
H -0.28 -2.75 0.27
H 2.44 0.91 0.90
H -2.75 1.39 -0.61
H 2.50 0.91 -0.94
H -2.42 -0.92 -0.88

Summary:
* HOMO-LUMO gap (spin up / spin down): 8.49 / 8.38 eV
* E_HOMO (spin up / spin down): -7.897 / -8.275 eV
* E_tot: -319.68350 a.u.
* charge: 0

---

(3)
Entry from the Open Molecules 2025 dataset: C26H43BrKN5O4Si2 as an isolated structure (ωB97M-V/def2-TZVPD).

Element x y z (Å)
Br -2.34 6.81 3.27
K -1.10 1.69 -0.70
Si 2.63 -2.83 1.13
Si 3.11 -4.05 -1.79
O -3.12 2.21 1.03
O -0.72 1.94 1.89
O -0.93 3.60 -2.61
O -2.47 5.05 -3.36
N 0.18 -1.14 -1.63
N -2.92 2.54 2.22
N -1.69 2.40 2.62
N -1.38 0.72 -3.30
N -2.74 -0.54 -1.13
C 0.91 -2.36 1.81
C -0.79 3.44 6.59
C -1.43 2.76 3.97
C -3.09 6.43 0.55
C 2.88 -2.71 -0.64
C 0.55 -0.85 -3.01
C -0.15 2.54 4.45
C -2.09 -1.75 -0.68
C 4.54 -5.27 -1.46
C 3.46 -3.43 -3.55
C -1.03 5.36 1.20
C 0.17 2.88 5.76
C -3.35 -0.51 -2.44
C 3.82 -1.75 2.14
C -2.13 6.13 1.50
C -1.74 4.56 -2.49
C 1.61 -5.21 -1.96
C -2.93 5.94 -0.74
C -2.07 3.67 6.10
C 2.86 -4.60 1.80
C -0.89 4.87 -0.10
C -0.84 -2.16 -1.47
C -2.36 -0.29 -3.61
C -1.84 5.15 -1.08
C -2.40 3.33 4.79
C 0.02 0.46 -3.59
H 1.03 -1.50 -1.17
H -2.96 -0.06 -4.50
H -0.41 -3.02 -0.93
H 0.62 -1.34 1.58
H 4.61 -6.04 -2.24
H -2.77 -2.62 -0.69
H 0.88 -2.48 2.90
H 4.86 -2.05 1.96
H -1.85 -1.23 -3.83
H -0.54 3.71 7.61
H -0.30 5.11 1.96
H 0.57 1.30 -3.17
H 3.71 -4.26 -4.22
H 3.90 -4.93 1.71
H 4.31 -2.73 -3.55
H 1.64 -0.80 -3.07
H 1.17 2.70 6.13
H 0.26 -1.68 -3.67
H 3.62 -1.81 3.21
H 3.34 -1.77 -0.96
H 0.58 2.10 3.78
H -0.04 4.27 -0.36
H 2.60 -2.91 -3.97
H -1.15 -2.56 -2.44
H 0.75 -4.67 -2.37
H -3.39 3.52 4.40
H 1.82 -6.06 -2.62
H 5.49 -4.73 -1.43
H -3.94 -1.42 -2.66
H -3.95 7.04 0.81
H -1.64 1.67 -3.55
H -3.37 -0.18 -0.43
H 1.31 -5.61 -0.99
H 0.25 0.45 -4.67
H 3.73 -0.70 1.84
H -1.80 -1.58 0.36
H 2.23 -5.32 1.27
H -3.66 6.15 -1.51
H 2.58 -4.65 2.86
H 0.15 -3.03 1.39
H 4.42 -5.78 -0.50
H -4.05 0.33 -2.44
H -2.83 4.12 6.73

Summary:
* HOMO-LUMO gap: 5.47 eV
* E_HOMO: -1.553 eV
* E_tot: -5344.26705 a.u.
* charge: -2

---

(4)
Entry from the Open Molecules 2025 dataset: a 2-piece molecular cluster, C8H11N4O overall in a non-equilibrium geometry (ωB97M-V/def2-TZVPD).

Element x y z (Å)
O 2.87 -0.25 -0.20
N -1.58 -1.39 -0.17
N 3.68 -2.13 0.79
N -1.68 0.85 0.15
N -0.40 -0.91 -0.08
C -2.39 -0.32 -0.02
C -0.36 0.39 0.11
C 4.10 -0.08 -0.99
C -3.78 -0.29 0.00
C 2.69 -1.29 0.60
C -3.59 2.10 0.36
C -4.37 0.92 0.13
C -2.24 2.03 0.36
H -3.94 3.06 0.50
H 4.45 -1.02 -1.39
H -5.42 1.04 -0.12
H 4.90 0.54 -0.52
H 0.62 0.99 0.18
H 0.51 -1.48 -0.09
H 3.63 -2.76 1.49
H 4.52 -2.16 0.22
H -1.66 2.92 0.68
H 3.64 0.56 -1.80
H -4.22 -1.33 -0.18

Summary:
* HOMO-LUMO gap: 8.74 eV
* E_HOMO: -12.149 eV
* E_tot: -605.37214 a.u.
* charge: +1

---

The ΔE to the lowest compared entry with this formula, charge and spin results, record by record, are as follows: 35.19, 167.09, 0.00, 44.79 kcal per mole.